99
Properties=species:S:1:pos:R:3:forces:R:3:lowdin_spin:R:1 method="wB97M-V/def2-TZVPD" charge=-1 total_energy_ev=-81957.71551 multiplicity=2 s_squared=0.754 max_force_ev_per_a=3.83
Ag -0.0362 -0.0555 -0.5725 -0.197 0.400 -0.102 0.55
P -1.4021 2.3009 -0.0483 -0.927 2.170 2.331 0.00
O -2.2794 2.3668 1.2287 1.252 0.858 -1.839 0.01
O 0.0426 1.8225 0.3518 -0.472 0.136 -0.334 0.24
O -1.3358 3.6124 -0.8834 0.796 -2.654 2.046 0.01
O -1.8623 1.1325 -0.9215 0.275 -1.519 -0.103 0.12
O 4.4984 2.4474 0.7378 0.835 -0.214 0.587 0.00
H 3.5974 2.7097 0.5488 -0.631 0.265 -0.448 0.00
H 4.8504 2.1710 -0.1083 -0.208 -0.040 -0.160 0.00
O 0.4420 3.7193 -2.8663 1.402 -0.070 -0.834 0.00
H -0.1738 3.7771 -3.5969 -0.276 -0.079 -0.109 0.00
H -0.1116 3.5980 -2.0949 -1.097 0.112 0.740 0.00
O 2.0060 3.1444 -0.5529 1.396 0.491 -0.128 0.00
H 1.5663 3.4400 -1.3501 0.217 0.296 -0.277 0.00
H 1.3019 2.7980 -0.0047 -0.528 -0.382 0.164 0.00
O 0.7884 0.6871 -2.5872 0.775 -0.135 -0.534 0.00
H 0.8931 0.4128 -3.4982 -0.230 -0.163 -0.149 0.00
H 0.7998 1.6436 -2.6218 -0.109 0.914 -0.130 0.00
O -0.4676 -1.4031 1.1726 0.060 -0.584 0.432 0.00
H 0.0691 -1.7625 1.8790 0.522 0.095 0.464 0.00
H -1.2399 -1.9680 1.1468 -0.932 -0.105 -0.034 0.00
O 2.0528 -0.2595 0.0294 0.417 -0.490 0.114 0.03
H 2.4409 -0.3611 0.8984 -0.211 -0.143 0.638 0.00
H 2.8011 -0.2429 -0.5672 0.170 0.504 -0.640 0.00
O -4.3181 0.7768 -0.7628 -1.639 -0.547 -0.661 0.00
H -3.3890 1.0018 -0.7149 0.492 0.261 0.000 0.00
H -4.6322 0.8613 0.1374 -0.166 -0.011 0.296 0.00
O -1.9580 1.9044 -3.2624 0.111 -0.041 -2.032 0.00
H -1.9722 1.4800 -2.4046 0.105 -0.146 0.399 0.00
H -2.2505 2.7998 -3.0920 -0.460 0.223 -0.224 0.00
O -0.0910 -1.8374 -2.0228 0.038 -0.155 0.061 0.02
H 0.5037 -2.5097 -2.3554 0.604 -0.140 -0.166 0.00
H -0.9570 -2.1132 -2.3229 -0.838 0.227 0.229 0.00
O 0.8315 1.4827 2.8056 1.411 -0.257 0.757 0.00
H 0.7677 1.7777 1.8972 -0.222 -0.033 -0.317 0.00
H -0.0690 1.5064 3.1294 -0.590 -0.197 0.299 0.00
O -2.7971 -1.5164 -2.0093 0.335 -0.699 -0.572 0.00
H -3.0077 -1.2681 -2.9094 -0.177 0.338 -0.308 0.00
H -2.8296 -0.6945 -1.5197 -0.207 0.711 0.487 0.00
C -1.8181 6.6252 -1.7599 -0.492 -0.273 -0.908 0.00
C -3.0064 5.8644 -2.3145 0.344 -0.349 -0.356 0.00
O -2.5997 4.5525 -2.6927 -1.462 1.438 -1.291 0.00
O -1.3761 6.1000 -0.5347 -0.366 2.179 -0.096 0.00
H -2.1695 7.6570 -1.7563 0.400 0.371 0.857 0.00
H -1.0458 6.5566 -2.5260 0.415 0.104 -0.107 0.00
H -3.4158 6.3381 -3.2067 0.106 0.198 -0.109 0.00
H -3.7860 5.8966 -1.5534 -0.264 -0.458 0.175 0.00
H -2.1361 4.2114 -1.9243 0.174 -0.800 0.676 0.00
H -1.3656 5.1461 -0.6423 0.317 -0.743 0.503 0.00
C 2.2227 -2.9508 4.1608 0.035 0.487 -1.749 0.00
C 3.3115 -2.7592 3.0676 -0.898 0.813 1.117 0.00
O 3.1504 -1.4456 2.4585 0.366 -1.688 -0.837 0.00
O 0.8950 -3.0362 3.5124 1.375 0.373 1.232 0.00
H 2.2877 -2.0409 4.7575 -0.724 -0.018 0.097 0.00
H 2.4767 -3.7809 4.8200 -0.361 -0.319 -0.146 0.00
H 3.2198 -3.5935 2.3720 -0.249 0.624 -0.752 0.00
H 4.3059 -2.8868 3.4953 0.174 0.320 0.280 0.00
H 3.1376 -0.7058 3.0703 -0.044 -0.174 0.589 0.00
H 0.7831 -3.9119 3.1351 0.200 -0.186 0.015 0.00
C -5.2180 -2.6196 0.1451 0.146 -1.718 -1.889 0.00
C -4.3469 -2.8821 1.3266 0.692 1.494 1.021 0.00
O -3.2049 -2.0220 1.3706 0.429 -0.638 -0.403 0.00
O -4.5678 -3.2195 -1.0113 -1.086 -0.027 0.701 0.00
H -5.5013 -1.5976 -0.1066 0.452 0.303 0.566 0.00
H -6.1546 -3.1682 0.2445 -0.163 -0.113 0.265 0.00
H -3.9098 -3.8803 1.3509 -0.602 -0.154 -0.190 0.00
H -4.8781 -2.6436 2.2480 -0.472 -0.548 0.252 0.00
H -3.5285 -1.1315 1.5257 0.002 0.923 -0.102 0.00
H -4.0705 -2.5172 -1.4367 0.512 0.236 -0.150 0.00
C -4.0713 0.6341 3.3280 1.094 -0.584 -0.276 0.00
C -2.6562 0.2663 3.8760 -0.369 1.702 -1.752 0.00
O -1.7897 1.4171 3.6324 -0.053 -1.442 2.591 0.00
O -4.0090 0.7305 1.8813 -2.121 -2.106 2.392 0.00
H -4.4549 1.5468 3.7840 0.317 0.347 -0.094 0.00
H -4.7793 -0.1298 3.6494 -0.126 -0.351 -0.499 0.00
H -2.2491 -0.5756 3.3159 -0.144 -0.133 -0.167 0.00
H -2.6875 -0.0586 4.9159 0.165 0.675 0.251 0.00
H -2.0160 1.9397 2.8595 -0.467 0.083 -1.046 0.00
H -3.3148 1.3483 1.6404 1.216 1.257 -0.609 0.00
C 1.9992 -4.6984 -2.1636 1.503 -2.061 -1.714 0.00
C 1.7721 -4.3484 -0.7572 -0.545 3.203 0.883 0.00
O 2.6164 -4.9754 0.1927 -0.549 -0.719 -0.445 0.00
O 1.4154 -3.8454 -3.1513 -0.385 -0.132 0.978 0.00
H 1.8050 -5.7542 -2.3522 -0.681 -0.157 -0.240 0.00
H 3.0835 -4.6747 -2.2725 0.428 0.279 -0.168 0.00
H 0.7322 -4.2669 -0.4410 -0.008 -0.941 0.218 0.00
H 2.0377 -3.2913 -0.7645 0.005 0.571 0.321 0.00
H 3.5032 -4.9032 -0.1679 0.255 -0.037 0.131 0.00
H 1.9198 -3.8558 -3.9680 0.121 -0.124 0.152 0.00
C 6.5913 -0.7484 -0.5758 0.926 -0.376 1.242 0.00
C 5.1458 -1.1287 -0.6946 -0.069 -0.428 -0.555 0.00
O 4.4251 -0.0616 -1.2561 0.081 0.407 -0.297 0.00
O 7.3598 -0.9085 -1.7314 0.226 -0.656 -2.086 0.00
H 7.0817 -1.4310 0.1182 -0.346 0.415 0.965 0.00
H 6.7379 0.3127 -0.3743 -0.611 0.018 1.224 0.00
H 4.6681 -1.4299 0.2377 0.273 0.339 0.262 0.00
H 5.0350 -1.9720 -1.3763 0.325 -0.466 -0.060 0.00
H 5.0669 0.3158 -1.8621 -0.522 0.507 -0.502 0.00
H 8.2677 -0.9911 -1.4308 0.006 0.060 -0.306 0.00